[1]
Computed, not measured: a structure of composition C31H24CsN9O4S2, with ωB97M-V/def2-TZVPD.

Positions of all 71 atoms, in Å:
1 Cs -0.6747 0.0045 -1.2035
2 N 1.5847 -2.9769 2.5852
3 C 0.9948 -2.2936 1.4579
4 N 1.8730 -1.8897 0.4386
5 C 3.1534 -2.0989 0.5022
6 N 4.0424 -1.6680 -0.4292
7 N 3.4754 -0.7791 -1.2507
8 C 4.1708 -0.3961 -2.2593
9 C 3.6844 0.6410 -3.1706
10 C 4.5293 1.0772 -4.2022
11 C 4.1046 2.0643 -5.0684
12 C 2.8439 2.6172 -4.8937
13 C 2.0734 2.1309 -3.8451
14 N 2.4596 1.1720 -3.0094
15 C 3.7649 -2.8501 1.6368
16 C 5.1187 -3.1399 1.7159
17 C 5.6531 -3.8193 2.8061
18 C 4.8054 -4.2065 3.8392
19 C 3.4507 -3.9258 3.7853
20 C 2.9151 -3.2521 2.6779
21 H 0.9759 -3.2460 3.3375
22 H 0.1570 -2.8586 1.0617
23 H 5.1594 -0.8222 -2.4478
24 H 5.5127 0.6330 -4.3014
25 H 4.7524 2.4062 -5.8683
26 H 2.4620 3.3944 -5.5426
27 H 1.0837 2.5424 -3.6670
28 H 5.7408 -2.8082 0.8949
29 H 6.7127 -4.0403 2.8511
30 H 5.2032 -4.7320 4.7010
31 H 2.7913 -4.2244 4.5941
32 N -4.0048 2.1933 4.1061
33 C -3.7036 2.4650 2.7593
34 C -3.8628 1.4713 1.8003
35 C -3.5611 1.7219 0.4725
36 C -3.0987 2.9688 0.0739
37 C -2.9552 3.9701 1.0272
38 C -3.2595 3.7225 2.3564
39 S -2.7441 3.4006 -1.6152
40 O -4.0027 3.8204 -2.1980
41 O -1.6964 4.3998 -1.5385
42 N -2.2246 1.9824 -2.1514
43 C -1.8723 1.8850 -3.4580
44 N -1.4500 0.6598 -3.8788
45 C -1.1336 0.5367 -5.1591
46 C -1.2091 1.5737 -6.0718
47 C -1.6244 2.7902 -5.5455
48 N -1.9457 2.9697 -4.2804
49 H -3.8944 1.2138 4.3287
50 H -3.4787 2.7615 4.7515
51 H -4.1747 0.4765 2.1029
52 H -3.6546 0.9162 -0.2411
53 H -2.5743 4.9349 0.7177
54 H -3.1275 4.5047 3.0972
55 H -0.7982 -0.4501 -5.4696
56 H -0.9475 1.4473 -7.1127
57 H -1.6975 3.6700 -6.1826
58 O -3.2610 -3.3031 0.1892
59 C -2.3584 -2.5329 0.5444
60 O -1.4235 -2.0526 -0.1510
61 C -2.4128 -2.0579 2.0232
62 C -3.5777 -2.3996 2.7161
63 C -3.8342 -1.9686 4.0071
64 C -2.8922 -1.1764 4.6539
65 C -1.7171 -0.8465 4.0011
66 C -1.4501 -1.2700 2.6883
67 S 0.1105 -0.6982 2.0534
68 H -4.2860 -3.0118 2.1728
69 H -4.7528 -2.2537 4.5074
70 H -3.0594 -0.8356 5.6708
71 H -0.9630 -0.2543 4.5061

## Properties
Net charge = -2
HOMO-LUMO gap = 5.85 eV

[2]
Computed, not measured: a cluster of 2 separate species, C5H15NO in total, with ωB97M-V/def2-TZVPD.

Positions of all 22 atoms, in Å:
1 C 0.9396 0.6823 -0.2653
2 N -0.4652 1.0113 -0.1137
3 C -1.2297 0.1013 0.7279
4 C -1.3019 -1.3853 0.3491
5 C -0.8344 2.4187 0.0341
6 C 1.2776 0.1549 -1.6408
7 H 1.3044 0.1059 0.5851
8 H 1.4890 1.6176 -0.0985
9 H -2.2464 0.4410 0.7168
10 H -0.8031 0.1590 1.7374
11 H -0.5041 -1.7011 -0.3249
12 H -1.2405 -2.0123 1.2371
13 H -2.2494 -1.6306 -0.1432
14 H -1.5894 2.4562 0.8192
15 H -1.2222 2.8396 -0.8922
16 H 0.0571 2.9520 0.3645
17 H 2.2973 -0.2056 -1.8042
18 H 0.6361 -0.7101 -1.8508
19 H 1.0628 0.8918 -2.4101
20 H 0.9293 -2.5110 1.4724
21 H 1.9215 -2.7571 0.2749
22 O 1.7715 -2.9183 1.2254

## Properties
Net charge = -1
ΔE to the lowest compared entry with this formula, charge and spin = 1.203 eV
Multiplicity = 2
<S²> = 0.751
HOMO-LUMO gap (alpha / beta) = 2.61 / 8.56 eV

[3]
Computed, not measured: a cluster of 3 separate species, C4H15N2O2 in total, with ωB97M-V/def2-TZVPD.

Positions of all 23 atoms, in Å:
1 C -2.1599 1.7986 0.1922
2 C -0.8970 1.8706 1.1357
3 C 0.1843 0.9016 0.7845
4 C 0.3834 -0.3218 1.2981
5 N 1.6039 -1.0098 0.9216
6 N -2.1255 0.7000 -0.7704
7 H -2.1995 2.7866 -0.2721
8 H -3.1076 1.6273 0.6945
9 H -1.1715 1.8485 2.1921
10 H -0.4228 2.8484 1.0231
11 H 0.8621 1.2161 -0.0029
12 H -0.4983 -0.7610 1.7357
13 H 1.9623 -0.5330 0.0819
14 H 2.4200 -1.0355 1.5289
15 H 1.3982 -1.9208 0.4777
16 H -1.6943 0.7895 -1.6686
17 H -2.9489 0.1129 -0.7666
18 H 0.3800 -4.4026 -0.1570
19 H 0.3110 -3.3344 -1.3049
20 O 0.6118 -3.4806 -0.4055
21 H 3.1440 0.0326 -2.0018
22 H 1.7911 0.4038 -2.7017
23 O 2.1733 -0.1368 -2.0145

## Properties
Net charge = +1
ΔE to the lowest compared entry with this formula, charge and spin = 2.041 eV
HOMO-LUMO gap = 9.15 eV

[4]
Computed, not measured: the molecule C2H2ClP, with ωB97M-V/def2-TZVPD.

Positions of all 6 atoms, in Å:
1 C -1.2352 0.3634 -0.3417
2 C -0.5961 -0.3413 0.4521
3 P 1.4887 -0.8718 -0.3116
4 Cl 2.5428 0.7644 0.0127
5 H -1.6846 0.8079 -1.2147
6 H -0.5156 -0.7225 1.4032

## Properties
ΔE to the lowest compared entry with this formula, charge and spin = 3.031 eV
HOMO-LUMO gap (alpha / beta) = 7.05 / 6.19 eV

[5]
Computed, not measured: a structure of composition C30H32BClI2N10NaO2, with ωB97M-V/def2-TZVPD.

Positions of all 79 atoms, in Å:
1 Na -0.0486 -0.2580 -0.5266
2 Cl 7.0671 0.7848 1.7837
3 C 5.5521 0.4723 0.9652
4 C 5.4311 0.7546 -0.3925
5 C 4.2353 0.5266 -1.0336
6 C 3.1210 -0.0039 -0.3530
7 O 1.9872 -0.1934 -0.9754
8 C 3.2629 -0.2835 1.0281
9 C 2.1828 -0.7437 1.8939
10 N 1.0176 -1.1119 1.5314
11 C 0.1175 -1.5172 2.5324
12 C 0.4838 -2.1810 3.6762
13 C -0.4663 -2.5480 4.6532
14 C -1.7870 -2.2598 4.4790
15 C -2.2148 -1.6228 3.2876
16 C -3.5763 -1.3410 3.0268
17 C -3.9295 -0.7761 1.8402
18 C -2.9138 -0.4962 0.8978
19 N -1.6488 -0.7366 1.1034
20 C -1.2755 -1.2742 2.2955
21 C 4.4820 -0.0248 1.6658
22 H 6.2749 1.1635 -0.9328
23 H 4.1179 0.7562 -2.0846
24 H 2.4420 -0.7164 2.9600
25 H 1.5225 -2.4445 3.8286
26 H -0.1330 -3.0617 5.5458
27 H -2.5229 -2.5248 5.2283
28 H -4.3186 -1.5827 3.7792
29 H -4.9592 -0.5414 1.6059
30 H -3.1673 -0.0402 -0.0530
31 H 4.5740 -0.2079 2.7298
32 C 2.1678 2.9334 2.3192
33 C 1.0317 2.2249 2.7435
34 N 0.0570 2.2788 1.8470
35 N 0.5336 3.0262 0.8335
36 C 1.7945 3.4271 1.0893
37 B -0.3107 3.4949 -0.3863
38 N 0.0081 2.6771 -1.6742
39 C 0.8459 3.0920 -2.6407
40 C 0.7698 2.2130 -3.7001
41 C -0.1765 1.2710 -3.2753
42 N -0.6193 1.5460 -2.0541
43 N -1.8063 3.5071 -0.0636
44 C -2.5341 4.6282 0.1192
45 C -3.8176 4.2612 0.4547
46 C -3.7669 2.8562 0.4508
47 N -2.5593 2.4122 0.1425
48 H 3.1124 3.0559 2.8207
49 H 0.8790 1.6773 3.6623
50 H 2.3286 4.0446 0.3864
51 H 0.0122 4.6368 -0.6267
52 H 1.4157 3.9975 -2.5156
53 H 1.3189 2.2358 -4.6248
54 H -0.5240 0.3877 -3.7892
55 H -2.0801 5.5966 -0.0023
56 H -4.6548 4.9034 0.6671
57 H -4.5591 2.1541 0.6685
58 I 2.0816 -1.5841 -2.8130
59 I 2.0671 -3.3531 -5.0139
60 C -3.1650 -1.5337 -2.5567
61 N -2.9488 -2.7988 -1.8849
62 C -3.8614 -3.8625 -2.2373
63 C -1.7715 -2.9985 -1.2191
64 O -0.8436 -2.2082 -1.2986
65 N -1.6763 -4.1667 -0.4633
66 C -2.6753 -4.3858 0.5737
67 C -0.3239 -4.4662 -0.0127
68 H -4.1692 -1.1619 -2.3380
69 H -3.0650 -1.6488 -3.6406
70 H -2.4342 -0.8033 -2.2218
71 H -4.0336 -3.8461 -3.3172
72 H -4.8307 -3.7526 -1.7397
73 H -3.4336 -4.8257 -1.9743
74 H -3.6327 -3.9582 0.2909
75 H -2.3644 -3.9185 1.5158
76 H -2.8086 -5.4559 0.7468
77 H 0.3786 -4.3222 -0.8289
78 H -0.2956 -5.5073 0.3130
79 H -0.0159 -3.8233 0.8170

## Properties
Net charge = -1
ΔE to the lowest compared entry with this formula, charge and spin = 0.297 eV
HOMO-LUMO gap = 7.09 eV

[6]
Computed, not measured: a structure of composition C2H12AgBF6NO8S2, with ωB97M-V/def2-TZVPD.

Positions of all 33 atoms, in Å:
1 Ag 0.3485 0.2641 1.0231
2 C -2.7177 0.8788 -1.6601
3 F -3.7655 0.6032 -2.4206
4 F -1.8115 1.5462 -2.3687
5 F -3.1117 1.6612 -0.6557
6 S -2.0106 -0.7328 -0.9927
7 O -2.4996 -0.8291 0.3519
8 O -2.3430 -1.7386 -1.9260
9 N -0.3939 -0.4101 -0.9355
10 S 0.3749 -0.6649 -2.3495
11 O -0.4820 -0.7325 -3.4794
12 O 1.4866 0.2186 -2.4213
13 C 1.0595 -2.3910 -2.1721
14 F 0.2557 -3.0957 -1.3487
15 F 1.0350 -2.9892 -3.3465
16 F 2.2832 -2.3947 -1.7010
17 B 2.6646 -0.5301 0.8449
18 H 2.4840 0.4737 1.5059
19 H 2.7463 -0.2946 -0.3318
20 H 3.7483 -1.0196 1.1210
21 H 1.8095 -1.4028 1.0851
22 O -1.5878 1.4105 1.5964
23 H -2.4936 1.3239 1.9033
24 H -1.4062 2.3550 1.5627
25 O -0.5612 -1.3853 2.3123
26 H -0.1962 -2.1991 2.6724
27 H -1.5171 -1.4560 2.4068
28 O 0.9304 1.4749 2.9803
29 H 1.2815 2.3675 2.9256
30 H 0.9646 1.2304 3.9096
31 O 1.0551 2.4775 0.1343
32 H 1.7941 3.0559 0.3455
33 H 0.5758 2.9248 -0.5714

## Properties
ΔE to the lowest compared entry with this formula, charge and spin = 0.000 eV
Multiplicity = 2
<S²> = 0.756
HOMO-LUMO gap (alpha / beta) = 9.32 / 6.01 eV

| no. | F_max (eV Å⁻¹) |
| --- | --- |
| 1 | 2.44 |
| 2 | 1.59 |
| 3 | 2.68 |
| 4 | 1.96 |
| 5 | 0.86 |
| 6 | 1.44 |